This record from the Open Molecules 2025 dataset describes a cluster of 6 separate species, C15H34NO11P in total at a distorted geometry. The level of theory is wB97M-V/def2-TZVPD.

Total charge: -2
Electronic energy in Eh: -1815.4599
HOMO in eV: 1.3
HOMO-LUMO gap in eV: 2.801
LUMO level in eV: 4.1
Multiplicity: 1

The geometry in XYZ format:
```
62
C15H34NO11P | the Open Molecules 2025 dataset | wB97M-V/def2-TZVPD
N -0.482 -0.222 0.045
H -0.291 0.661 0.122
H -1.048 -0.507 0.774
H 0.559 -0.238 0.284
H -0.454 -0.676 -0.857
P 0.214 -0.132 3.260
O 0.874 -1.198 2.517
O 0.264 1.042 2.287
O 0.711 0.165 4.605
O -1.276 -0.551 3.141
O 3.853 -1.887 -2.317
C 2.885 -1.699 -1.525
O 1.589 -1.962 -1.851
C 1.230 -2.468 -3.009
C -0.100 -2.973 -2.979
C 3.206 -1.131 -0.127
H 1.916 -3.193 -3.535
H 1.220 -1.728 -3.783
H -0.839 -2.336 -2.382
H -0.137 -3.862 -2.452
H -0.334 -3.042 -4.033
H 2.348 -1.693 0.431
H 2.844 -0.034 -0.017
H 4.223 -1.365 0.327
O -3.485 2.716 -0.449
C -3.755 2.611 0.774
O -4.978 3.064 1.268
C -6.048 3.465 0.414
C -7.195 3.804 1.288
C -2.861 1.972 1.781
H -6.498 2.639 -0.149
H -5.797 4.283 0.109
H -8.315 3.960 0.866
H -7.271 4.526 2.052
H -7.379 2.821 1.811
H -1.828 2.243 1.687
H -3.008 0.855 1.771
H -3.114 2.274 2.825
O 1.132 1.126 -1.911
C 2.214 1.646 -2.275
O 2.902 2.400 -1.491
C 2.459 2.834 -0.105
C 3.478 3.526 0.621
C 2.920 1.270 -3.518
H 2.148 1.888 0.477
H 1.478 3.128 -0.132
H 4.350 3.000 0.603
H 3.184 3.691 1.800
H 3.618 4.508 0.132
H 3.346 2.149 -4.056
H 2.187 0.801 -4.224
H 3.475 0.548 -3.384
C 0.015 -3.880 0.505
C 0.782 -4.906 1.269
O 0.400 -6.157 1.296
C 1.995 -4.412 2.040
H 0.626 -3.212 -0.082
H -0.221 -3.232 1.172
H -0.790 -4.189 -0.124
H 1.742 -3.547 2.602
H 2.739 -4.135 1.181
H 2.388 -5.079 2.612
```